# 1
This record from OMol25 describes a structure of composition C36H53AsF3LuN2O4PS in a non-equilibrium geometry. The level of theory is ωB97M-V with the def2-TZVPD basis set.

```
102
Properties=species:S:1:pos:R:3:mulliken_charge:R:1
Lu 1.29 -0.25 0.70 1.3536
C -5.28 2.62 -1.30 -1.6323
C -4.00 3.46 -1.04 2.0492
C -4.23 4.37 0.25 -1.5164
C -3.74 4.43 -2.24 -2.0078
C -2.84 2.58 -0.78 0.5919
C -1.55 2.80 -1.26 -0.9929
C -0.52 1.96 -1.08 -1.2040
N -0.64 0.93 -0.19 0.1673
C -1.83 0.67 0.30 -0.2560
C -2.91 1.51 0.13 -1.1156
C -1.97 -0.65 0.91 -0.3922
C -3.20 -1.27 1.07 -0.1482
C -3.29 -2.54 1.59 0.9192
C -2.15 -3.16 2.05 -0.9853
C -0.93 -2.52 1.85 -1.1511
N -0.85 -1.33 1.31 0.4940
C -4.60 -3.26 1.60 1.7224
C -4.50 -4.37 0.57 -1.4434
C -5.75 -2.30 1.20 -1.9415
C -4.89 -3.94 2.94 -1.6029
H -6.18 3.28 -1.32 0.4168
H -5.40 1.87 -0.51 0.4099
H -5.21 2.14 -2.26 0.4171
H -4.91 5.26 0.05 0.3653
H -3.25 4.78 0.50 0.4341
H -4.51 3.77 1.12 0.3567
H -4.70 4.76 -2.60 0.5199
H -3.38 3.88 -3.11 0.4266
H -3.17 5.32 -1.90 0.3046
H -1.45 3.50 -2.10 0.3752
H 0.34 1.99 -1.61 1.2311
H -3.85 1.18 0.54 0.8844
H -4.06 -0.79 0.65 0.1683
H -2.21 -4.17 2.45 0.4079
H 0.02 -3.03 2.10 0.6420
H -4.09 -4.07 -0.41 0.2931
H -5.54 -4.76 0.40 0.4135
H -3.86 -5.21 0.96 0.3463
H -5.47 -1.86 0.22 0.5169
H -5.84 -1.51 1.94 0.4119
H -6.70 -2.77 1.08 0.4435
H -4.05 -4.55 3.21 0.3720
H -5.82 -4.53 2.83 0.4235
H -5.03 -3.19 3.74 0.3664
C 3.18 3.53 3.37 -0.8694
C 2.58 4.22 2.09 -0.5117
P 2.70 2.91 0.74 0.3736
C 2.05 3.83 -0.71 0.0263
C 2.49 5.27 -0.95 -1.4248
C 4.51 2.57 0.50 -0.5341
C 5.53 3.67 0.15 -1.3189
H 2.68 3.87 4.29 0.3214
H 4.22 3.75 3.49 0.3628
H 3.14 2.45 3.26 -0.1521
H 3.20 5.08 1.73 0.4267
H 1.55 4.60 2.23 0.4379
H 1.00 3.82 -0.46 -0.1118
H 2.15 3.17 -1.58 0.3554
H 1.98 6.04 -0.34 0.2802
H 2.26 5.55 -1.97 0.4853
H 3.57 5.39 -0.86 0.2307
H 4.59 1.74 -0.23 0.3261
H 4.77 2.06 1.37 0.5675
H 5.85 3.69 -0.90 0.3156
H 6.47 3.54 0.69 0.3628
H 5.18 4.69 0.48 0.2500
F 0.78 0.28 5.60 -0.2433
C 1.86 0.05 4.88 0.6212
F 2.74 0.97 5.30 -0.2637
F 2.43 -1.15 5.21 -0.2507
C 1.62 0.23 3.36 0.7832
O 0.48 0.52 2.90 -0.7133
O 2.62 0.07 2.63 -0.6505
O 2.40 0.28 -1.32 -0.6965
C 2.01 -0.79 -1.85 0.5333
O 1.26 -1.58 -1.18 -0.5685
C 2.47 -1.27 -3.19 0.0125
C 1.75 -2.28 -3.79 0.1490
C 2.16 -2.75 -5.03 -0.8037
C 3.21 -2.18 -5.63 -0.4064
C 3.87 -1.09 -5.09 -0.7499
C 3.52 -0.63 -3.84 -0.3172
H 0.89 -2.77 -3.36 0.3067
H 1.62 -3.61 -5.48 0.3888
H 3.50 -2.54 -6.57 0.4651
H 4.71 -0.64 -5.59 0.4303
H 3.96 0.22 -3.30 0.4449
C 2.67 -5.99 0.54 -1.2247
As 2.25 -4.22 0.04 1.1097
C 3.45 -4.05 -1.47 -1.1216
C 0.42 -4.37 -0.67 -1.0186
S 2.52 -2.81 1.64 -0.5749
H 2.48 -6.66 -0.31 0.4038
H 2.14 -6.20 1.43 0.4055
H 3.76 -6.02 0.75 0.4030
H 2.99 -4.54 -2.30 0.3842
H 4.31 -4.62 -1.08 0.5322
H 3.77 -3.01 -1.71 0.1816
H 0.39 -5.23 -1.34 0.5368
H 0.23 -3.49 -1.24 0.0711
H -0.23 -4.57 0.13 0.3863
```

## Properties
* ΔE to the lowest compared entry with this formula, charge and spin: 39.7 kcal/mol
* charge: +1
* frontier orbital gap: 7.78 eV
* calculated total energy: -6324.535281 hartree
* HOMO energy: -10.672 eV

# 2
This record from OMol25 describes a structure of composition C36H53N5O2Pd in a non-equilibrium geometry. The level of theory is ωB97M-V with the def2-TZVPD basis set.

```
97
Properties=species:S:1:pos:R:3:mulliken_charge:R:1
Pd -0.01 -0.12 0.04 0.3593
C -3.45 1.47 6.59 -2.3265
C -2.09 0.95 6.11 2.1025
C -1.86 -0.45 6.72 -1.4221
C -1.00 1.92 6.59 -1.4937
C -2.02 0.81 4.60 -1.4275
C -0.85 0.35 4.01 0.2942
C -0.79 0.14 2.63 0.1185
N 0.26 -0.34 1.90 -0.2091
C 1.50 -0.80 2.21 -0.5483
C 1.99 -1.18 3.46 -0.0990
C 3.31 -1.59 3.62 -1.1464
C 4.13 -1.64 2.49 -0.0324
C 3.70 -1.35 1.20 -0.7661
C 2.34 -0.94 1.03 1.6382
O 1.83 -0.69 -0.13 -1.2235
C 4.62 -1.46 0.00 2.2351
C 6.03 -1.92 0.37 -2.3079
C 4.71 -0.07 -0.66 -1.4494
C 4.03 -2.48 -0.98 -1.5122
C 3.82 -1.96 5.00 1.9663
C 5.29 -2.39 5.00 -2.2886
C 3.68 -0.74 5.93 -1.4160
C 2.97 -3.12 5.54 -1.5071
C -1.93 0.47 1.80 1.7120
O -1.84 0.31 0.51 -1.2971
C -3.11 0.97 2.41 -0.7273
C -3.12 1.11 3.79 -0.1970
C -4.29 1.39 1.55 2.4007
C -4.75 0.21 0.69 -1.5377
C -3.84 2.57 0.66 -1.4178
C -5.50 1.84 2.38 -2.2991
H -3.46 1.52 7.68 0.4509
H -4.25 0.81 6.29 0.4462
H -3.64 2.47 6.22 0.4402
H -1.97 -0.40 7.80 0.4614
H -0.87 -0.82 6.50 0.2179
H -2.60 -1.15 6.33 0.3811
H -1.05 2.01 7.68 0.4696
H -1.15 2.90 6.16 0.3742
H 0.00 1.58 6.33 0.1913
H 0.01 0.16 4.62 0.5467
H 1.32 -1.21 4.30 0.9811
H 5.16 -1.93 2.62 0.7738
H 6.52 -1.22 1.04 0.4411
H 6.63 -1.99 -0.53 0.4384
H 6.01 -2.91 0.83 0.4706
H 5.11 0.65 0.05 0.3496
H 3.73 0.25 -0.99 0.1519
H 5.38 -0.11 -1.51 0.4984
H 3.93 -3.45 -0.50 0.3646
H 4.70 -2.59 -1.83 0.4773
H 3.06 -2.17 -1.34 0.1740
H 5.94 -1.59 4.67 0.4239
H 5.44 -3.27 4.37 0.4562
H 5.57 -2.66 6.02 0.4515
H 4.27 0.09 5.55 0.3848
H 4.06 -1.00 6.92 0.4694
H 2.65 -0.42 6.04 0.1866
H 3.03 -3.97 4.87 0.3835
H 1.92 -2.85 5.65 0.2379
H 3.34 -3.42 6.51 0.4624
H -4.01 1.49 4.25 0.8422
H -3.94 -0.16 0.07 0.0875
H -5.58 0.51 0.06 0.4837
H -5.09 -0.60 1.33 0.3492
H -2.96 2.29 0.07 0.0405
H -3.58 3.42 1.28 0.3247
H -4.64 2.87 -0.01 0.4682
H -5.83 1.05 3.04 0.4728
H -6.32 2.08 1.71 0.4337
H -5.28 2.73 2.96 0.4246
N -3.83 0.32 -3.77 -0.2289
C -2.34 0.26 -3.75 -0.8406
C -1.88 0.04 -2.29 -0.1937
N -0.44 -0.03 -2.10 -0.4506
H -4.19 0.48 -4.73 0.3927
H -4.17 1.09 -3.17 0.3184
H -4.24 -0.56 -3.42 0.3757
H -1.94 1.20 -4.13 0.4198
H -2.01 -0.56 -4.39 0.4050
H -2.30 -0.90 -1.91 0.4557
H -2.26 0.86 -1.67 -0.0478
H 0.03 0.78 -2.52 0.2877
H -0.05 -0.86 -2.54 0.3379
N 2.55 7.35 0.32 -0.3846
C 2.19 6.26 0.30 -0.1769
C 1.72 4.92 0.24 0.6338
C 2.25 4.03 -0.70 -1.0624
C 1.71 2.76 -0.77 -0.1311
N 0.72 2.33 0.01 0.4407
C 0.24 3.18 0.93 -0.2381
C 0.70 4.47 1.08 -0.8939
H 3.06 4.33 -1.35 0.5227
H 2.10 2.04 -1.48 0.3610
H -0.55 2.80 1.56 0.4880
H 0.28 5.13 1.83 0.5514
```

## Properties
* ΔE to the lowest compared entry with this formula, charge and spin: 5.2 kcal/mol
* spin multiplicity: 3
* charge: +2
* frontier orbital gap (alpha / beta): 6.44 / 5.35 eV
* calculated total energy: -1955.179922 hartree
* HOMO energy (alpha / beta): -12.168 / -12.870 eV